{
  "formula": "C20H45N2OP3SY",
  "method": "ωB97M-V with the def2-TZVPD basis set",
  "e_above_lowest_ev": 0.6393,
  "largest_force_ha_per_bohr": 0.051,
  "orbital_gap_ev": 5.630,
  "total_charge": 3,
  "total_energy_ev": -66218.4434,
  "elements": ["Y", "P", "P", "P", "H", "C", "C", "H", "C", "C", "C", "C", "C", "C", "C", "C", "C", "H", "H", "H", "H", "H", "H", "H", "H", "H", "H", "H", "H", "H", "H", "H", "H", "H", "H", "H", "H", "H", "H", "H", "H", "H", "H", "H", "H", "H", "C", "C", "C", "C", "C", "C", "O", "H", "H", "H", "H", "H", "H", "C", "N", "C", "S", "N", "C", "H", "H", "H", "H", "H", "H", "H", "H"],
  "xyz": [[-0.3694, -0.3209, -0.0232], [1.7877, 0.9637, 1.6389], [-1.2193, 2.2997, -0.7029], [1.9780, -0.4624, -1.5258], [-1.9162, -2.7252, -0.0358], [-0.8297, -2.9086, -0.0979], [-0.0925, -2.9120, 1.0865], [-0.6369, -3.0050, 2.0252], [1.5962, 1.5100, 3.3765], [2.5583, 2.5212, 1.0169], [3.3247, -0.0026, 1.9600], [-2.7410, 2.0487, -1.7154], [-1.7553, 3.5615, 0.5362], [-0.1648, 3.4535, -1.6856], [2.9520, -1.9727, -1.1415], [3.3850, 0.6789, -1.7808], [1.4197, -0.7497, -3.2407], [-0.5473, -3.3652, -1.0555], [0.9977, -3.0185, 1.1846], [1.3810, 0.6533, 4.0245], [0.7924, 2.2343, 3.4694], [2.5379, 1.9675, 3.6981], [1.7971, 3.2997, 0.8877], [3.0596, 2.3561, 0.0593], [3.3015, 2.8655, 1.7537], [3.0715, -0.8488, 2.6119], [4.0505, 0.6431, 2.4761], [3.7724, -0.3948, 1.0389], [-3.1681, 3.0055, -2.0516], [-3.4914, 1.5478, -1.0895], [-2.5778, 1.4231, -2.5990], [-2.4034, 4.3431, 0.0985], [-0.8662, 4.0672, 0.9522], [-2.2881, 3.0978, 1.3762], [-0.7104, 4.3602, -1.9829], [0.2085, 2.9586, -2.5883], [0.7023, 3.7706, -1.0892], [3.3992, -2.3231, -2.0852], [2.3240, -2.7659, -0.7129], [3.7439, -1.7221, -0.4243], [3.9316, 0.3483, -2.6795], [4.0606, 0.6586, -0.9129], [3.0149, 1.6980, -1.9521], [2.2361, -1.0416, -3.9097], [0.9469, 0.1611, -3.6236], [0.6486, -1.5278, -3.2156], [-2.0263, -1.8094, -3.7874], [-3.1778, -1.3252, -4.4238], [-3.4602, -1.7735, -5.7202], [-2.7294, -2.8250, -6.2848], [-1.6046, -3.3266, -5.6215], [-1.3053, -2.8721, -4.3158], [-1.4628, -1.1505, -2.6471], [-2.1753, -0.7670, -2.1065], [-3.7862, -0.5709, -3.9350], [-4.2502, -1.3227, -6.3113], [-2.9795, -3.2214, -7.2800], [-0.9549, -4.0889, -6.1070], [-0.4808, -3.3316, -3.7384], [-1.1521, 1.1339, 6.0573], [-1.8473, 0.6744, 4.8416], [-1.2871, -0.0318, 3.8407], [-1.8167, 0.2378, 2.1943], [-0.3381, -0.9410, 4.1393], [-0.2246, -1.5659, 5.4578], [-1.1711, 0.3597, 6.8479], [-1.7092, 2.0034, 6.4355], [-0.1124, 1.4427, 5.8613], [-2.6203, 1.2698, 4.5324], [0.0300, -1.4427, 3.3333], [-1.1940, -1.6128, 5.9648], [0.1600, -2.5843, 5.3447], [0.4743, -0.9880, 6.0778]],
  "lowdin_charge": [0.95, 0.74, 0.72, 0.72, 0.09, -0.12, -0.06, 0.07, -0.28, -0.24, -0.25, -0.26, -0.26, -0.25, -0.23, -0.25, -0.25, 0.09, 0.08, 0.02, 0.05, 0.07, 0.04, 0.02, 0.07, 0.05, 0.07, 0.01, 0.08, 0.06, 0.03, 0.08, 0.05, 0.02, 0.08, 0.04, 0.03, 0.08, 0.03, 0.04, 0.08, 0.05, 0.05, 0.08, 0.06, 0.00, -0.28, -0.01, -0.04, -0.05, -0.04, -0.04, -0.12, 0.06, 0.11, 0.12, 0.13, 0.13, 0.11, -0.03, 0.00, -0.74, 0.58, -0.04, -0.03, 0.09, 0.11, 0.09, 0.14, 0.08, 0.11, 0.11, 0.10]
}



{
  "formula": "C6H2",
  "method": "ωB97M-V with the def2-TZVPD basis set",
  "e_above_lowest_ev": 6.4623,
  "largest_force_ha_per_bohr": 0.116,
  "orbital_gap_ev": [6.990, 6.970],
  "total_charge": 0,
  "total_energy_ev": -6242.2906,
  "elements": ["C", "C", "C", "C", "C", "C", "H", "H"],
  "xyz": [[3.7644, -0.6297, -0.3814], [3.6449, 0.3133, 0.6481], [2.4092, -0.5791, -0.2400], [2.3873, 1.0844, -0.1826], [1.2451, 0.1679, -0.0391], [-0.0693, 0.2790, -0.0685], [-0.2977, 1.4088, -0.0472], [-0.7933, -0.3812, 0.1069]],
  "lowdin_charge": [0.03, 0.06, -0.14, 0.17, -0.33, 0.08, 0.11, 0.02]
}